{"formula": "C23H32CdNO5S", "method": "ωB97M-V with the def2-TZVPD basis set", "symbols": ["Cd", "O", "C", "O", "C", "C", "C", "C", "C", "N", "C", "O", "O", "H", "H", "H", "H", "C", "C", "C", "C", "C", "C", "C", "C", "C", "C", "C", "C", "H", "H", "H", "H", "H", "H", "H", "H", "H", "H", "H", "H", "H", "H", "H", "H", "H", "H", "C", "C", "S", "O", "C", "C", "H", "H", "H", "H", "H", "H", "H", "H", "H", "H"], "xyz": [[-0.885183, 0.603717, 0.524751], [-3.310978, -2.330110, 3.007671], [-2.756714, -1.405735, 2.239333], [-1.813388, -0.720162, 2.575311], [-3.426823, -1.280545, 0.900372], [-4.506466, -2.022260, 0.484415], [-5.000031, -1.783800, -0.799775], [-4.385911, -0.849229, -1.611451], [-3.289297, -0.155105, -1.117204], [-2.854894, -0.369035, 0.119027], [-2.474189, 0.808288, -1.996341], [-2.805407, 0.882734, -3.164649], [-1.486774, 1.398964, -1.403943], [-2.839195, -2.347605, 3.852883], [-4.951090, -2.758865, 1.138903], [-5.855485, -2.343045, -1.160323], [-4.717069, -0.643114, -2.620760], [-0.744443, 3.773104, 1.058674], [0.332329, 2.709086, 1.052941], [0.518487, 1.868238, 2.181599], [-0.255656, 2.130087, 3.464490], [1.561657, 0.919640, 2.174973], [1.726102, -0.014388, 3.351073], [2.445646, 0.859735, 1.097719], [3.616484, -0.090145, 1.193300], [2.255381, 1.684495, -0.025626], [3.142852, 1.547664, -1.243784], [1.219698, 2.624651, -0.040173], [1.041129, 3.581143, -1.192818], [-0.327137, 4.737753, 1.362637], [-1.553853, 3.535298, 1.743431], [-1.175774, 3.895704, 0.067392], [-1.188107, 1.567128, 3.535809], [-0.494667, 3.187118, 3.555872], [0.346741, 1.862317, 4.329196], [2.403328, 0.405891, 4.102832], [2.141899, -0.972429, 3.041376], [0.771190, -0.213869, 3.834957], [3.302859, -1.137842, 1.134446], [4.121158, 0.033726, 2.153096], [4.355583, 0.080274, 0.416645], [3.939529, 2.297503, -1.247464], [2.568806, 1.680067, -2.160868], [3.610897, 0.568006, -1.296955], [0.206981, 3.271448, -1.829752], [1.934285, 3.652403, -1.805878], [0.822805, 4.584899, -0.827736], [2.638225, -3.708286, -1.959632], [1.393283, -3.282550, -1.186153], [1.246069, -1.506104, -1.125773], [0.113939, -1.243446, -0.118646], [0.547091, -1.136319, -2.736599], [-0.681072, -1.955001, -3.104691], [2.738882, -4.793694, -1.919758], [3.543537, -3.270766, -1.534901], [2.581142, -3.422522, -3.013647], [1.436202, -3.554427, -0.130681], [0.471464, -3.681902, -1.607748], [1.368768, -1.241898, -3.452410], [0.315380, -0.070226, -2.650358], [-0.417846, -2.937279, -3.496044], [-1.245288, -1.421991, -3.869888], [-1.337063, -2.087372, -2.242699]], "forces_ev_per_angstrom": [[0.35, 0.13, 0.30], [0.05, 0.06, -0.02], [-0.21, 0.04, -0.19], [-0.01, -0.07, -0.09], [0.27, 0.17, 0.16], [-0.24, -0.13, -0.05], [-0.06, -0.09, 0.06], [-0.14, -0.04, -0.08], [0.17, -0.02, 0.23], [-0.15, 0.03, -0.27], [0.28, 0.14, 0.17], [0.14, 0.08, 0.16], [-0.50, -0.20, -0.55], [0.03, -0.05, 0.13], [0.00, 0.02, -0.04], [0.06, 0.04, 0.03], [0.02, -0.02, 0.05], [0.05, -0.02, -0.06], [0.02, 0.16, 0.14], [-0.08, 0.13, 0.15], [0.00, -0.01, -0.08], [-0.07, -0.10, 0.10], [0.02, 0.02, -0.03], [0.09, -0.11, -0.07], [0.02, 0.02, 0.01], [0.04, -0.09, -0.09], [0.02, 0.03, 0.03], [-0.05, -0.02, -0.08], [-0.02, -0.01, 0.01], [-0.01, -0.03, -0.01], [-0.03, -0.01, 0.03], [0.00, 0.00, -0.01], [0.01, 0.00, -0.01], [0.00, -0.01, 0.00], [0.00, 0.00, -0.02], [-0.04, -0.02, -0.05], [-0.02, 0.05, 0.00], [0.04, 0.02, -0.03], [-0.01, 0.07, -0.02], [-0.02, -0.02, -0.03], [-0.01, 0.00, 0.06], [-0.04, -0.03, 0.00], [0.01, 0.01, 0.03], [-0.03, 0.05, -0.01], [0.03, 0.00, 0.04], [0.00, -0.01, 0.02], [0.00, -0.03, -0.01], [-0.04, 0.01, -0.04], [-0.08, -0.13, 0.01], [-0.06, 0.53, 0.33], [0.36, -0.52, -0.33], [-0.02, 0.00, -0.06], [-0.01, 0.09, -0.08], [-0.02, 0.07, 0.00], [-0.06, -0.01, -0.01], [-0.02, -0.02, 0.11], [0.08, -0.11, -0.02], [0.03, -0.08, 0.08], [-0.08, 0.02, 0.04], [-0.03, -0.02, -0.06], [0.01, 0.03, 0.00], [0.00, -0.03, 0.02], [-0.01, 0.03, 0.02]], "total_charge": 1, "gap_ha": 0.309, "homo_energy_ev": -11.6, "mol_weight_da": 546.99, "de_lowest_kcal_mol": 0.00}